Entry 1:
The following is a quantum chemistry calculation of a cluster of 2 separate species, CH3N2OS in total in a non-equilibrium geometry, from OMol25.

Output
Total charge ... -1
HOMO-LUMO gap (alpha / beta) ... 6.53 / 6.63 eV
E_HOMO (alpha / beta) ... -2.4 / -3.1 eV
Relative energy (zero: lowest compared OMol25 entry of this formula, charge and spin) ... 0.0 kcal per mole
Multiplicity ... 3
Electronic energy ... -16944.4820 eV

Last column: Mulliken spin population.
Atoms and positions in Å:
H1 1.40575 0.14810 -0.83760  -0.0041
N1 -0.32987 -0.53529 0.02955  0.0253
H2 1.77213 -1.09752 -0.01139  -0.0045
H3 1.46122 0.27132 1.05183  0.0010
C1 1.12626 -0.26273 0.09952  0.0634
O1 -1.02126 1.61353 -0.23970  0.1576
S1 -3.33079 -0.55231 0.03840  1.5221
N2 -1.08343 0.41488 -0.13061  0.2392

Atomic forces in eV per Å
0.34 1.94 -0.67
2.07 -1.12 0.52
-0.20 -1.85 0.72
-0.46 -0.15 -1.50
-0.23 1.03 1.02
1.77 1.79 -0.04
-0.34 -0.10 0.00
-2.95 -1.54 -0.05

Entry 2:
The following is a quantum chemistry calculation of the molecule C3H8N2S in a non-equilibrium geometry, from OMol25.

Output
HOMO-LUMO gap ... 9.68 eV
E_HOMO ... -8.8 eV
Relative energy (zero: lowest compared OMol25 entry of this formula, charge and spin) ... 43.2 kcal per mole
Multiplicity ... 1
SMILES ... C=NSCCN
Electronic energy ... -17054.8551 eV

Last column: natural (NBO) charge in e.
Atoms and positions in Å:
H1 -0.76623 2.59917 -2.09600  0.1468
C1 0.37557 -1.60339 0.45714  -0.2314
H2 2.36387 -0.67977 0.40199  0.2297
N1 -0.20769 1.59995 -0.30591  -0.5780
H3 0.42810 -2.02312 -0.56481  0.1714
S1 1.01812 0.65283 -0.99792  0.3887
H4 -1.25260 -0.39742 0.29834  0.3584
H5 0.86416 -2.35603 1.12584  0.1910
H6 -1.67471 -1.85884 0.52660  0.3510
N2 -0.99157 -1.17879 0.88852  -0.8226
H7 -1.62820 3.04470 -0.46592  0.1813
H8 1.07873 0.22824 1.28782  0.2470
C2 -0.92656 2.37647 -0.98442  -0.0791
C3 1.31901 -0.40400 0.42875  -0.5542

Atomic forces in eV per Å
-0.31 -0.51 1.30
0.58 -0.26 -0.15
0.21 -0.12 0.09
-0.01 -0.39 0.38
-0.34 -0.12 0.33
-0.16 0.37 -0.18
0.29 0.57 0.20
-0.93 0.45 -0.17
0.49 -0.15 0.60
0.25 -1.01 -0.93
0.09 -0.51 -0.10
0.43 -0.03 0.06
0.43 1.36 -1.62
-1.01 0.34 0.19

Entry 3:
The following is a quantum chemistry calculation of a cluster of 3 separate species, C13H23FNO4 in total, from OMol25.

Output
Total charge ... +1
HOMO-LUMO gap ... 9.27 eV
E_HOMO ... -12.2 eV
Multiplicity ... 1
Electronic energy ... -26243.8386 eV

Last column: natural (NBO) charge in e.
Atoms and positions in Å:
N1 3.47304 0.91723 0.59655  0.0568
H1 0.04096 -3.01015 -3.43197  0.2521
O1 -4.87727 -0.13453 3.02838  -0.5395
H2 -1.70694 -2.03402 -4.83908  0.2403
H3 4.39894 2.66411 -0.06430  0.2359
H4 0.27577 3.20032 0.88854  0.2462
H5 2.59098 4.18686 1.12300  0.2534
O2 1.03380 -1.25997 -1.39071  -0.6428
H6 -1.04622 -0.41200 -4.61567  0.2187
C1 -1.22715 -1.36888 -4.12566  -0.4313
H7 0.07941 0.70451 0.62204  0.2633
H8 2.26479 3.54438 -0.47636  0.2234
C2 0.06716 -1.92254 -3.54384  -0.5327
H9 -0.75493 -1.30347 1.74112  0.2060
O3 -3.92658 -2.00045 2.23479  -0.4857
H10 -2.04788 -0.16372 3.50573  0.2374
H11 -2.76469 -0.33203 -2.91836  0.2118
C3 1.14473 2.57142 1.08157  -0.4126
C4 2.10781 0.29115 0.81776  -0.2432
C5 0.10399 -1.33453 -2.15441  0.8216
C6 2.39881 3.26712 0.56985  -0.4230
H12 -1.97788 -0.89201 0.53440  0.2222
H13 -2.60834 -2.07072 -2.58325  0.1920
H14 4.15062 2.53662 1.68131  0.2519
H15 3.85520 0.58354 -0.29174  0.4296
H16 1.00521 1.33455 -0.70467  0.2243
C7 -2.07141 -1.16663 -2.87330  -0.0716
H17 -2.18664 -2.97843 2.75142  0.1821
H18 -2.69965 -3.13457 1.05897  0.1977
H19 2.08246 0.10672 1.89152  0.2341
H20 0.97648 -1.67536 -4.08572  0.2514
F1 4.34126 0.33054 1.50966  -0.1798
H21 1.17980 2.43205 2.16641  0.2140
C8 1.00392 1.23200 0.38425  -0.4313
O4 -1.11334 -0.86997 -1.82260  -0.4959
C9 -2.48896 -0.16774 2.50553  -0.5364
C10 -1.82455 -1.17204 1.57679  -0.4412
C11 -2.60683 -2.44568 1.89518  -0.0683
H22 -2.52637 0.86058 2.15233  0.2376
H23 2.11485 -0.64124 0.25996  0.2821
C12 -3.90690 -0.70189 2.63439  0.7873
C13 3.67251 2.42889 0.71022  -0.2379

Atomic forces in eV per Å
0.01 0.01 -0.14
-0.02 0.01 -0.01
0.02 0.02 -0.06
0.01 0.00 0.00
0.08 0.09 0.11
0.05 0.01 -0.06
-0.02 0.03 -0.07
-0.01 0.01 -0.17
-0.01 -0.01 -0.01
-0.03 0.04 -0.04
-0.05 0.13 0.04
-0.05 -0.03 0.00
0.09 -0.09 0.05
0.00 -0.01 0.02
-0.02 0.03 -0.01
-0.01 -0.03 -0.01
0.00 -0.01 -0.03
-0.13 0.06 0.01
0.31 0.20 0.20
-0.16 -0.01 0.00
0.13 -0.05 0.04
0.02 0.00 0.01
-0.01 0.01 -0.01
-0.13 0.06 0.05
-0.17 0.08 -0.07
0.02 0.08 0.04
0.01 0.00 0.05
-0.01 0.00 -0.01
0.04 0.01 0.00
-0.06 0.03 0.00
-0.02 0.02 -0.02
0.06 -0.04 -0.07
0.07 -0.02 -0.01
0.00 -0.33 -0.07
0.12 -0.03 -0.02
-0.07 0.11 0.04
0.03 -0.05 -0.04
-0.03 0.01 0.00
0.04 -0.02 -0.03
-0.05 0.05 0.13
0.02 -0.08 0.12
-0.05 -0.29 0.06

Entry 4:
The following is a quantum chemistry calculation of a structure of composition C30H20Cl6MnN4O2P2Se2 in a non-equilibrium geometry, from OMol25.

Output
Total charge ... +2
HOMO-LUMO gap (alpha / beta) ... 7.21 / 6.55 eV
E_HOMO (alpha / beta) ... -14.4 / -14.4 eV
Relative energy (zero: lowest compared OMol25 entry of this formula, charge and spin) ... 23.8 kcal per mole
Multiplicity ... 4
Electronic energy ... -297198.8814 eV

Last column: Mulliken spin population.
Atoms and positions in Å:
C1 -0.33374 -2.47181 0.44415  -0.0081
C2 6.50825 3.28260 4.12647  -0.0016
H1 3.37002 3.03984 -4.75560  0.0000
C3 6.09240 3.78579 -1.09901  -0.0131
C4 2.00914 5.67661 -3.11297  -0.0019
C5 4.97383 2.06174 2.73721  0.0014
C6 6.03841 1.83202 -2.53562  -0.0042
H2 1.58627 4.76164 4.48185  0.0000
Se1 -0.32362 2.44822 -0.03895  -0.1454
Cl1 -5.07998 -1.18998 -1.34816  0.0017
Se2 6.63068 -0.56477 -0.03329  0.9776
C7 3.35024 5.02599 1.04655  0.0021
H3 3.41736 6.38495 4.14222  0.0000
C8 5.88222 2.15411 1.68568  -0.0146
C9 5.29552 2.62933 3.95899  0.0032
H4 6.73784 4.62150 -4.31172  0.0001
C10 7.11632 2.78467 1.85835  0.0008
H5 3.02440 1.98283 -2.54823  -0.0010
H6 4.54400 6.55226 1.95392  0.0000
C11 2.20283 3.76895 -1.67342  -0.0030
C12 3.11598 5.73443 3.33175  -0.0001
H7 8.37232 3.84994 3.22326  0.0002
C13 2.59272 1.41570 0.05070  -0.0041
C14 6.37188 4.57691 -2.20242  0.0017
H8 6.43170 2.18753 -4.60778  0.0000
C15 3.84779 0.81349 0.07656  -0.0235
C16 -4.48097 -0.07808 -0.11184  -0.0015
H9 0.86114 3.30836 2.61152  0.0000
Cl2 -4.90959 -0.63943 1.51587  0.0020
C17 -0.57947 -3.96817 0.68973  0.0019
H10 5.92842 0.76031 -2.65384  0.0044
N1 2.39143 -0.76035 0.14969  0.0513
C18 1.68069 4.00533 2.48222  -0.0002
H11 4.60130 2.54826 4.78433  -0.0001
Cl3 -5.05441 1.57405 -0.38969  0.0014
H12 6.51816 5.64141 -2.07532  -0.0001
H13 3.80771 5.12409 0.07024  -0.0002
N2 -1.89104 -0.01703 -0.22617  -0.0274
C19 2.94196 3.61371 -3.94479  -0.0001
C20 6.32336 2.63262 -3.62760  0.0067
Cl4 -0.93684 -4.79773 -0.81829  -0.0018
P1 1.80726 3.02607 -0.09056  0.0157
C21 3.74879 5.83277 2.09887  0.0003
C22 7.41920 3.35876 3.08066  0.0077
O1 -0.11806 -1.69338 1.39488  -0.0137
H14 6.75689 3.71686 5.08601  0.0001
N3 3.66526 -0.52977 0.11531  -0.0062
C23 2.75584 3.01981 -2.70710  0.0031
Cl5 0.86510 -4.63514 1.44936  -0.0003
Cl6 -1.96351 -4.06906 1.79319  0.0013
H15 7.83448 2.81135 1.04695  0.0006
C24 6.49145 4.00161 -3.45961  0.0017
H16 4.03934 1.53059 2.61145  0.0001
O2 -0.37663 -1.99660 -0.73832  -0.0506
H17 1.71236 6.70342 -3.27826  0.0000
Mn1 -0.00844 -0.26801 -0.14196  2.1816
N4 1.72767 0.38019 0.11483  -0.0207
C25 2.08444 4.82395 3.52352  -0.0011
H18 1.36538 5.65785 -1.06229  -0.0012
C26 5.91923 2.41412 -1.27266  0.0054
P2 5.56314 1.32940 0.12209  0.0126
C27 -3.03132 -0.05338 -0.18211  0.0583
C28 1.81726 5.09584 -1.87171  -0.0006
H19 2.70977 5.39149 -5.11721  0.0000
C29 2.31896 4.10978 1.24804  0.0008
C30 2.57258 4.93652 -4.14515  0.0003
H20 6.02245 4.22223 -0.11224  0.0005

Atomic forces in eV per Å
-0.10 -0.89 0.48
0.00 -0.01 0.04
-0.01 0.01 -0.01
-0.08 -0.05 0.00
-0.02 0.05 0.03
0.02 -0.02 -0.07
0.01 0.01 -0.01
0.00 0.00 -0.01
0.22 -0.80 0.03
0.15 0.16 0.15
0.04 -0.36 -0.08
-0.02 -0.02 -0.03
0.00 -0.02 0.00
0.02 -0.07 -0.32
-0.06 0.02 0.03
-0.02 0.00 0.00
-0.05 -0.02 0.00
0.04 0.00 -0.05
-0.02 0.01 0.00
0.02 -0.06 0.28
0.00 -0.03 -0.03
-0.01 -0.01 0.00
-0.02 0.05 -0.03
-0.01 0.06 0.02
0.01 0.00 0.01
-0.04 -0.04 -0.06
-0.91 -0.05 0.12
0.02 0.01 0.05
0.10 0.08 -0.24
-0.09 -0.06 -0.01
0.02 0.02 -0.04
0.46 -0.50 -0.01
0.00 -0.01 0.00
0.00 0.02 0.01
0.09 -0.19 0.01
0.00 0.00 -0.01
0.04 0.01 0.03
-1.53 -0.16 0.05
0.02 -0.03 -0.04
-0.01 -0.03 -0.03
0.05 0.07 0.11
-0.08 -0.06 -0.13
0.08 0.03 0.01
0.07 0.00 -0.04
0.12 0.86 -0.84
-0.01 0.01 -0.01
0.06 0.13 0.14
-0.04 0.01 0.06
-0.02 0.09 -0.07
0.03 0.03 -0.08
0.03 0.07 0.03
0.02 0.01 0.00
-0.04 0.04 0.03
0.38 -0.30 -0.41
0.00 -0.01 0.00
-0.61 2.03 0.73
1.58 -0.56 0.04
0.00 -0.02 0.07
0.02 0.06 -0.05
0.15 -0.28 0.23
-0.31 0.86 0.17
0.46 0.07 -0.07
0.03 -0.05 0.01
0.01 0.00 0.01
-0.24 -0.19 -0.21
-0.02 -0.02 -0.02
0.01 0.05 0.00

Entry 5:
The following is a quantum chemistry calculation of a cluster of 2 separate species, CH5NS in total in a non-equilibrium geometry, from OMol25.

Output
HOMO-LUMO gap ... 10.56 eV
E_HOMO ... -10.0 eV
Relative energy (zero: lowest compared OMol25 entry of this formula, charge and spin) ... 16.2 kcal per mole
Multiplicity ... 1
SMILES ... C=N.S
Electronic energy ... -13441.9894 eV

Last column: natural (NBO) charge in e.
Atoms and positions in Å:
C1 0.35163 1.72907 -2.28937  -0.0588
H1 0.79529 0.81241 -1.94148  0.1535
H2 0.92340 2.67826 -2.02966  0.1552
N1 -0.58274 1.83715 -3.17336  -0.5723
S1 0.07587 -1.46671 2.48569  -0.2757
H3 0.72252 -2.54509 2.02585  0.1406
H4 -0.41483 -1.33946 1.25762  0.1353
H5 -1.03049 0.91729 -3.06780  0.3223

Atomic forces in eV per Å
0.64 2.80 -1.67
-0.41 -0.54 0.66
-0.52 -1.22 -0.32
0.45 -1.00 2.61
0.15 -0.23 -0.12
0.17 -0.10 0.32
-0.32 0.33 -0.20
-0.15 -0.04 -1.28

Entry 6:
The following is a quantum chemistry calculation of the molecule C3H5N3O in a non-equilibrium geometry, from OMol25.

Output
HOMO-LUMO gap ... 9.64 eV
E_HOMO ... -9.1 eV
Relative energy (zero: lowest compared OMol25 entry of this formula, charge and spin) ... 72.2 kcal per mole
Multiplicity ... 1
SMILES ... Cn1cnc(=O)[nH]1
Electronic energy ... -9707.4519 eV

Last column: natural (NBO) charge in e.
Atoms and positions in Å:
C1 1.25640 -0.93648 -1.18520  0.2961
H1 -0.92069 0.97248 0.93807  0.2052
N1 0.51747 0.42960 -0.41855  -0.2924
H2 -0.47192 -0.91948 0.95929  0.1865
N2 1.63728 0.68198 0.47118  -0.4963
O1 3.89854 0.06858 0.56673  -0.5541
N3 2.42288 -0.96168 -0.82610  -0.4633
H3 -1.54016 -0.05455 -0.35321  0.2202
C2 -0.69622 0.05934 0.33839  -0.4459
H4 1.38321 1.21659 1.26733  0.4104
H5 0.69623 -1.57084 -1.81150  0.2037
C3 2.77713 -0.03107 0.20047  0.7299

Atomic forces in eV per Å
-2.06 4.43 2.75
-0.08 -1.01 0.10
1.96 -3.18 -1.26
-0.93 2.02 -0.81
-1.33 -0.51 -1.19
0.89 0.53 1.24
1.52 -1.56 -0.39
0.38 -0.24 0.12
1.08 -0.71 0.93
0.48 0.46 0.58
-0.64 -0.34 -0.84
-1.27 0.10 -1.23